(1)
{
  "formula": "C5H13N4",
  "method": "the ωB97M-V functional and the def2-TZVPD basis",
  "species": ["C", "C", "C", "C", "C", "N", "N", "N", "N", "H", "H", "H", "H", "H", "H", "H", "H", "H", "H", "H", "H", "H"],
  "positions_angstrom": [[-1.6952, 0.3092, 1.6093], [-2.0537, 0.1260, 0.2984], [1.9793, 0.0001, -1.0972], [-0.3836, 0.5102, -0.6338], [0.7135, -0.5111, -0.2878], [-1.5408, -0.5158, 2.6202], [-3.0642, -0.0410, -0.3541], [-0.6699, 0.6034, -1.9517], [1.0716, -0.6703, 1.1654], [-1.2878, 1.3526, 1.6467], [2.0974, 1.0356, -0.7291], [1.8091, 0.1096, -2.1618], [2.7310, -0.5619, -0.6946], [-0.2120, 1.4585, -0.0141], [0.3419, -1.4139, -0.7037], [-1.0281, -0.2071, 3.4389], [-3.1604, -0.0852, -1.3375], [-0.8212, -0.2579, -2.3556], [-1.2026, 1.3736, -2.1943], [0.6550, -1.5362, 1.5963], [-2.1189, -1.3102, 2.8624], [2.0599, -0.8250, 1.1825]],
  "e_lumo_ev": [-3.100, -6.620],
  "total_energy_ha": -416.91564,
  "s2": 2.013,
  "multiplicity": 3,
  "charge": 1,
  "gap_ev": [7.600, 6.906],
  "de_lowest_kcal_mol": 15.1
}



(2)
{
  "formula": "C37H39AsN4O9SW",
  "method": "the ωB97M-V functional and the def2-TZVPD basis",
  "species": ["W", "C", "N", "C", "C", "C", "C", "C", "C", "C", "C", "H", "H", "H", "H", "H", "H", "H", "H", "H", "H", "H", "H", "C", "O", "C", "C", "C", "C", "C", "C", "N", "C", "N", "C", "C", "C", "C", "C", "C", "O", "C", "N", "C", "C", "C", "C", "C", "C", "O", "C", "H", "H", "H", "H", "H", "H", "H", "H", "H", "H", "H", "H", "H", "H", "H", "H", "H", "H", "H", "H", "H", "H", "O", "As", "O", "O", "C", "C", "C", "C", "C", "C", "S", "O", "O", "O", "H", "H", "H", "H", "H"],
  "positions_angstrom": [[-0.9986, 0.9089, -0.5267], [-3.8976, 0.9820, 1.1377], [-3.3533, 0.9538, -0.2518], [-3.8458, 2.1983, -0.9274], [-4.0131, -0.1726, -0.9412], [-3.2252, -0.5369, -2.1419], [-3.8700, -1.2258, -3.1604], [-3.1539, -1.7442, -4.2221], [-1.7737, -1.5915, -4.2286], [-1.1459, -0.8961, -3.2149], [-1.8359, -0.2940, -2.1443], [-4.9866, 0.9746, 1.0706], [-3.5789, 1.8800, 1.6504], [-3.5793, 0.0908, 1.6750], [-4.9250, 2.2571, -0.7909], [-3.6238, 2.1417, -1.9889], [-3.3780, 3.0656, -0.4804], [-5.0409, 0.1045, -1.1832], [-4.0598, -1.0130, -0.2520], [-4.9434, -1.3678, -3.1053], [-3.6584, -2.2756, -5.0188], [-1.1806, -2.0187, -5.0265], [-0.0681, -0.8518, -3.2690], [1.7444, -1.9095, 5.1216], [1.3496, -2.8923, 4.1565], [2.3297, -3.2615, 3.2763], [3.4422, -3.9904, 3.6583], [4.3444, -4.4190, 2.6964], [4.1148, -4.1521, 1.3537], [2.9930, -3.4375, 0.9616], [2.1197, -2.9613, 1.9316], [0.9168, -2.2516, 1.6443], [0.7265, -1.2840, 0.7568], [1.7703, -0.8357, 0.0682], [1.7698, -0.1639, -1.1629], [0.7080, 0.4722, -1.6782], [0.9386, 1.2538, -2.9275], [2.2703, 1.2561, -3.5571], [3.3183, 0.3999, -2.9856], [3.0778, -0.2422, -1.8391], [3.9493, -1.0235, -1.1605], [5.2651, -1.1636, -1.7027], [-0.5215, -0.7796, 0.5468], [-1.5937, -1.6733, 0.9714], [-2.0327, -2.6205, 0.0402], [-2.9785, -3.5668, 0.3681], [-3.4956, -3.5875, 1.6603], [-3.0376, -2.6932, 2.6046], [-2.0691, -1.7383, 2.2902], [-1.5890, -1.0692, 3.3741], [-1.1014, 0.2642, 3.3098], [0.9062, -1.7877, 5.8011], [1.9670, -0.9586, 4.6263], [2.6227, -2.2373, 5.6769], [3.5771, -4.2356, 4.7045], [5.2126, -4.9927, 2.9923], [4.7965, -4.5266, 0.6015], [2.7971, -3.2834, -0.0927], [0.1868, -2.4129, 2.3260], [2.6782, -1.2062, 0.3297], [0.0745, 1.4593, -3.5451], [2.3413, 1.4902, -4.6121], [4.2630, 0.3067, -3.5017], [5.8071, -1.7993, -1.0109], [5.7518, -0.1907, -1.7736], [5.2241, -1.6340, -2.6855], [-1.6028, -2.5948, -0.9501], [-3.3001, -4.2921, -0.3684], [-4.2400, -4.3221, 1.9397], [-3.3903, -2.7251, 3.6276], [-1.0703, 0.6005, 4.3439], [-1.7772, 0.8983, 2.7390], [-0.0977, 0.3250, 2.8881], [0.4476, 3.5367, 2.6226], [-0.0476, 3.1072, 1.0358], [-1.5848, 2.4123, 0.9512], [0.6751, 1.6736, 0.4695], [0.5030, 4.5491, -0.0613], [1.4400, 5.3892, 0.5289], [2.0985, 6.3481, -0.2294], [1.8327, 6.4553, -1.5836], [0.8848, 5.6258, -2.1761], [0.2191, 4.6757, -1.4263], [-1.1645, 3.9310, -2.3295], [1.8115, 2.3674, -2.7563], [-0.7453, 3.7856, -3.6999], [-1.1102, 2.4313, -1.5568], [-0.0964, 3.1329, 3.3141], [1.6772, 5.2935, 1.5801], [2.8236, 6.9956, 0.2442], [2.3482, 7.1895, -2.1877], [0.6663, 5.7206, -3.2329]],
  "e_lumo_ev": -7.140,
  "total_energy_ha": -5029.97519,
  "charge": 2,
  "gap_ev": 6.084,
  "de_lowest_kcal_mol": 44.2
}



(3)
{
  "formula": "C9H15N3O4",
  "method": "the ωB97M-V functional and the def2-TZVPD basis",
  "species": ["N", "C", "O", "C", "C", "N", "C", "O", "C", "C", "C", "C", "N", "C", "O", "O", "H", "H", "H", "H", "H", "H", "H", "H", "H", "H", "H", "H", "H", "H", "H"],
  "positions_angstrom": [[2.9957, 2.1506, 0.2758], [1.7783, 1.8750, -0.2010], [0.8171, 2.4235, 0.2951], [1.6575, 0.6453, -1.1176], [1.3997, -0.5774, -0.2009], [0.7122, -0.4598, 1.0599], [-0.4933, 0.0995, 1.4544], [-0.8338, -0.0813, 2.6487], [-1.4796, 0.7391, 0.3989], [-2.8741, 0.3142, 0.7587], [-3.2596, -0.8075, -0.2258], [-2.1928, -0.8605, -1.3185], [-1.2838, 0.2833, -0.9925], [2.7312, -1.2532, 0.1498], [3.8305, -0.8539, 0.1264], [2.4929, -2.5770, 0.4124], [2.8394, 2.4812, 1.2220], [3.7614, 1.3725, 0.1499], [2.6374, 0.4770, -1.7101], [0.7951, 0.7470, -1.8340], [0.9679, -1.2782, -0.8598], [0.9321, -1.1225, 1.8230], [-1.3080, 1.8223, 0.4346], [-3.4854, 1.2361, 0.8165], [-3.0320, -0.1062, 1.7905], [-4.2001, -0.6318, -0.7439], [-3.2731, -1.6772, 0.4356], [-2.5950, -0.6716, -2.3407], [-1.7475, -1.8089, -1.4441], [-1.6381, 1.0375, -1.6764], [3.3476, -2.9371, 0.4132]],
  "e_lumo_ev": 0.456,
  "total_energy_ha": -817.16827,
  "smiles": "NC(=O)C[C@H](NC(=O)[C@@H]1CCCN1)C(=O)O",
  "gap_ev": 9.557,
  "de_lowest_kcal_mol": 38.2
}



(4)
{
  "formula": "C22H22F16N2O3",
  "method": "the ωB97M-V functional and the def2-TZVPD basis",
  "species": ["F", "C", "F", "C", "F", "F", "C", "O", "C", "F", "F", "C", "F", "F", "H", "H", "H", "H", "F", "C", "F", "C", "F", "F", "C", "O", "C", "F", "F", "C", "F", "F", "H", "H", "H", "H", "C", "C", "C", "C", "C", "C", "N", "C", "C", "O", "C", "C", "N", "C", "C", "H", "H", "H", "H", "H", "H", "H", "H", "H", "H", "H", "H", "H", "H"],
  "positions_angstrom": [[4.0116, 2.5893, -4.4550], [3.9006, 3.8204, -4.9889], [5.1159, 4.4103, -4.8535], [2.8291, 4.6647, -4.2983], [3.1516, 4.8957, -3.0054], [2.8169, 5.8873, -4.9070], [1.3883, 4.1211, -4.3667], [0.9112, 3.3980, -3.2328], [1.2169, 2.0331, -3.1530], [1.7268, 1.6155, -4.3292], [0.0356, 1.3945, -3.0116], [2.1133, 1.6979, -1.9584], [3.2785, 2.3780, -2.0055], [2.4251, 0.3788, -1.9529], [3.6946, 3.7222, -6.0587], [0.7401, 4.9992, -4.4080], [1.1909, 3.5871, -5.2987], [1.6137, 1.9438, -1.0176], [-0.5568, -8.1775, 3.7066], [0.1796, -8.0278, 2.5905], [1.1199, -9.0067, 2.6173], [0.8543, -6.6561, 2.5054], [1.7465, -6.4924, 3.5097], [1.5801, -6.6298, 1.3501], [-0.0846, -5.4313, 2.4656], [-0.3000, -4.7540, 3.7155], [-1.3006, -5.2879, 4.5410], [-2.0162, -6.2017, 3.8599], [-2.1524, -4.2691, 4.8023], [-0.7446, -5.8289, 5.8623], [0.1760, -6.7919, 5.6596], [-1.7353, -6.3795, 6.6047], [-0.4612, -8.2043, 1.7217], [0.4126, -4.6849, 1.8406], [-1.0226, -5.6379, 1.9474], [-0.2762, -5.0293, 6.4416], [-4.1469, 5.6601, -1.5370], [-2.6827, 5.3490, -2.1176], [-2.2709, 3.9653, -1.4632], [-3.0283, 2.7499, -2.0031], [-2.7151, 1.4759, -1.4105], [-1.6778, 1.2995, -0.2814], [-1.5136, 0.0156, 0.2201], [-0.5947, 0.0053, 1.2257], [-0.3331, -1.3873, 1.9310], [0.8872, -2.0004, 1.4711], [2.0216, -1.4879, 2.2152], [0.1678, 1.2027, 1.6904], [0.0155, 2.4628, 1.1951], [-0.9488, 2.4852, 0.1925], [-1.2625, 3.8332, -0.4283], [-4.8371, 4.7916, -1.7634], [-4.5651, 6.6288, -1.9112], [-4.0282, 5.6399, -0.4110], [-2.6785, 5.2922, -3.2398], [-1.9738, 6.1113, -1.6961], [-3.7950, 2.8985, -2.8079], [-3.2657, 0.5683, -1.7818], [-1.1980, -2.0538, 1.6338], [-0.3642, -1.3171, 3.0526], [2.6017, -0.8302, 1.4988], [2.7121, -2.3143, 2.5442], [1.7200, -0.9212, 3.1385], [0.9181, 1.0540, 2.5113], [-0.7435, 4.7773, -0.1087]],
  "e_lumo_ev": -0.564,
  "total_energy_ha": -2784.51646,
  "smiles": "FC(F)C(F)(F)COC(F)(F)C(F)F.FC(F)C(F)(F)COC(F)(F)C(F)F.CCc1ccc2nc(COC)cnc2c1",
  "gap_ev": 8.322,
  "de_lowest_kcal_mol": 0.0
}